A cluster of 9 separate species, C50H127N9O16 in total in a non-equilibrium geometry. Source: the Open Molecules 2025 dataset; level of theory: ωB97M-V/def2-TZVPD.

Summary:
2S+1: 1
Max |F| (eV Å⁻¹): 4.92
LUMO level (eV): -9.43
Net charge: +6
Relative energy (zero: lowest compared OMol25 entry of this formula, charge and spin) (kJ/mol): 161.6
E_HOMO (eV): -12.484

```
202
C50H127N9O16 (ωB97M-V/def2-TZVPD)
O -2.272 -1.586 -1.108
O 6.370 -6.248 3.355
O 1.324 6.845 7.767
O 3.061 8.629 -2.002
O -8.273 0.511 -5.466
O -5.891 -2.242 6.901
O 5.281 -1.107 -0.472
O -0.410 8.145 4.126
O -10.808 -1.261 -2.035
O -1.685 -5.280 -6.507
O -0.807 -8.240 -2.753
O 3.912 -3.389 -4.921
O 0.582 0.301 -0.754
O -2.065 -3.237 7.034
O 4.476 5.875 1.795
O 10.281 -4.273 3.157
N -2.540 4.515 -6.666
N 9.179 -6.854 3.279
N -2.795 3.918 -4.527
N -0.887 5.908 6.328
N 4.417 -0.881 -3.221
N -7.862 -1.639 -2.336
N 3.034 5.455 -1.534
N -3.342 -0.544 6.741
N -2.852 -6.039 -3.118
C 11.187 -3.204 3.381
C -2.545 -5.092 -5.450
C -5.598 -1.180 7.816
C -0.866 6.749 3.945
C 2.877 7.580 -2.969
C 5.728 5.380 2.183
C 10.696 -5.185 2.149
C -7.335 -2.481 6.804
C -3.277 3.871 -3.201
C 3.649 -1.048 -4.519
C 2.904 -2.349 -4.707
C -0.844 7.334 6.945
C 9.699 -6.316 1.902
C -2.009 -2.631 5.707
C -8.623 -0.921 -1.112
C 6.117 -1.545 -1.565
C 5.229 -2.072 -2.688
C 2.072 6.319 -2.387
C -2.517 5.254 -7.917
C -2.111 -4.890 -7.764
C -1.236 -7.481 -1.698
C 8.045 -7.896 2.983
C -3.160 -1.618 5.619
C -10.043 -1.471 -0.874
C 5.986 -0.948 0.782
C 3.457 -4.653 -5.306
C -0.242 5.765 4.899
C 0.579 7.935 7.215
C -12.100 -1.749 -1.969
C 3.953 5.148 0.680
C -1.005 -4.195 7.270
C 3.738 9.866 -2.394
C -2.080 2.883 -5.188
C -1.231 6.116 -8.071
C 5.147 -5.458 3.113
C -4.057 -1.106 8.086
C -0.241 -0.472 0.165
C -1.810 3.345 -6.490
C -8.287 0.288 -4.043
C -2.659 -7.047 -1.940
C 2.664 7.084 7.872
C 3.570 6.192 -0.236
C 6.668 -7.251 2.475
C 0.656 -8.177 -2.789
C -3.168 4.851 -5.484
C -8.437 1.908 -5.789
C -1.155 -1.710 -0.261
C -1.122 9.059 3.235
C -2.264 -6.337 -4.511
C -8.375 -1.266 -3.824
H -1.955 9.575 3.713
H 3.148 7.678 8.648
H -9.390 -1.644 -3.946
H -3.407 5.859 -8.089
H 5.755 -2.538 -3.521
H -3.859 -6.047 -3.189
H -7.992 -1.665 6.503
H 5.987 6.122 2.938
H 8.936 -5.818 1.304
H -6.221 -1.345 8.695
H 2.893 -0.268 -4.439
H 2.805 -5.092 -4.551
H 4.047 10.569 -1.621
H -0.582 -6.640 -1.463
H 6.777 -0.204 0.879
H -9.490 2.157 -5.918
H 11.464 -2.828 2.396
H 6.611 -0.595 -1.772
H -1.130 -4.885 6.436
H 0.810 5.967 5.104
H 3.082 10.240 -3.181
H 2.982 -4.657 -6.288
H 4.354 -5.272 -5.310
H 1.119 -8.684 -1.943
H 5.176 -4.617 3.806
H -5.892 -0.205 7.429
H -0.560 -2.496 -0.725
H 4.904 -0.003 -3.339
H -3.618 -2.035 8.449
H 4.419 -2.729 -2.370
H 2.248 7.907 -3.797
H -3.419 -7.819 -2.063
H -1.190 -6.428 -4.344
H -2.235 -3.440 5.012
H 8.824 -6.197 3.959
H -2.980 -6.337 -1.178
H -12.517 -2.161 -2.887
H -0.601 6.333 2.973
H -1.078 6.459 -9.094
H -7.607 -3.218 6.048
H -7.918 -2.635 -2.178
H 11.567 -5.634 2.626
H -1.421 -2.265 0.639
H -2.791 -4.040 -7.822
H -4.105 4.557 -3.026
H 2.138 -2.222 -5.472
H 3.812 5.103 -2.073
H -3.343 2.843 -2.844
H -1.276 6.950 -7.372
H -0.629 0.054 1.037
H -4.143 -2.055 5.447
H -0.908 -4.789 8.179
H -2.726 -7.278 -4.807
H -0.540 5.166 6.918
H -0.086 -3.610 7.316
H -10.489 -1.018 0.012
H 6.560 -6.906 1.446
H -1.166 2.883 -7.224
H -2.499 -0.099 7.075
H 5.259 -0.595 1.514
H 1.182 6.557 -1.805
H 3.035 4.633 0.962
H -2.466 4.267 -2.590
H -0.232 4.726 4.572
H 11.958 -3.690 3.978
H 4.707 9.658 -2.847
H 0.417 8.768 7.899
H -1.590 8.595 2.367
H -2.395 -4.165 -4.896
H -8.031 2.610 -5.060
H -6.877 -1.461 -2.199
H 5.882 -7.976 2.687
H 9.866 -7.361 3.819
H -9.889 -2.521 -0.628
H -3.568 -5.336 -5.738
H 1.106 8.314 6.340
H 4.216 -6.017 3.016
H 4.196 -0.840 -5.439
H 10.714 -2.415 3.966
H -3.038 -1.009 4.723
H -1.819 1.945 -4.722
H -2.548 4.570 -8.764
H 8.524 -8.587 2.290
H 2.258 -2.429 -3.832
H -1.042 -2.219 5.420
H -1.268 -4.796 -8.448
H -2.594 -5.088 -2.897
H 7.666 -8.376 3.886
H -1.842 5.593 6.239
H -7.750 -1.934 -4.417
H 4.652 4.527 0.119
H -1.956 6.746 3.954
H -1.503 7.932 6.316
H -1.284 7.168 7.929
H -2.749 -5.704 -8.107
H -3.802 5.713 -5.334
H -12.146 -2.510 -1.189
H 2.763 6.830 0.123
H -0.477 9.824 2.805
H 5.670 4.426 2.706
H 4.392 6.836 -0.548
H 1.025 -8.556 -3.741
H 3.812 7.219 -3.397
H -1.268 -8.147 -0.836
H 5.150 -4.844 2.213
H 1.860 5.756 -3.296
H -7.306 0.598 -3.683
H -9.065 0.745 -3.431
H -7.830 2.062 -6.681
H 6.395 5.398 1.321
H 2.616 4.562 -1.318
H -7.718 -2.815 7.768
H -0.338 5.547 -7.813
H 1.077 -7.172 -2.786
H -8.453 0.139 -1.300
H 6.471 -1.886 1.052
H 10.150 -7.168 1.393
H -3.886 -0.306 8.806
H 0.529 -1.020 0.708
H -3.881 0.250 6.427
H 3.643 -0.650 -2.614
H 3.031 7.556 6.961
H -12.845 -0.964 -1.842
H 10.945 -4.563 1.288
H 6.757 -2.402 -1.354
H -8.040 -1.185 -0.229
H 3.258 6.172 7.928
```

=====

A cluster of 16 separate species, C50H128N4O16 in total in a non-equilibrium geometry. Source: the Open Molecules 2025 dataset; level of theory: ωB97M-V/def2-TZVPD.

Summary:
2S+1: 2
Max |F| (eV Å⁻¹): 3.26
LUMO level (spin up / spin down) (eV): -2.62 / -6.58
Net charge: +1
E_HOMO (spin up / spin down) (eV): -10.290 / -10.290

```
198
C50H128N4O16 (ωB97M-V/def2-TZVPD)
O -3.639 -5.274 2.511
O -3.245 -6.466 0.085
O -4.992 2.134 -0.414
O 2.994 2.573 -6.558
O -7.004 -2.645 2.340
O 6.604 -1.705 1.268
O 0.025 1.082 6.672
O 2.694 -4.196 2.935
O -6.700 -0.088 -0.404
O -5.289 -2.368 0.299
O -1.335 -5.207 5.682
O -2.783 -2.745 1.431
O -1.812 -5.384 -2.840
O 0.722 6.934 2.175
O 0.886 -6.159 2.302
O -3.700 3.151 -2.715
N 5.952 -0.546 0.685
N 0.655 6.300 0.974
N -2.037 -1.621 1.188
N 2.209 1.652 -5.891
C -0.483 -7.242 -2.032
C 2.490 2.956 -3.650
C 1.209 4.085 1.913
C -2.286 -0.486 2.182
C 6.618 -1.299 -1.640
C -1.252 7.635 -0.043
C -0.746 -1.900 0.542
C 0.372 6.467 -1.551
C 0.291 -2.638 1.451
C 1.273 -0.134 -3.689
C 1.992 -0.692 -5.007
C 5.457 -0.800 -0.690
C 3.913 -0.503 2.277
C 4.744 1.658 1.150
C 0.813 -8.391 1.441
C 1.683 -7.279 2.060
C -0.280 -4.418 5.198
C -5.161 -3.451 -0.630
C -6.554 -3.647 -1.112
C 3.065 -0.226 -7.193
C -0.141 -0.536 0.063
C -0.205 0.578 1.120
C -0.817 2.184 6.261
C 1.259 8.418 -0.209
C -0.916 -2.736 -0.742
C -5.638 3.086 0.362
C -1.198 4.663 1.576
C -5.133 4.521 0.160
C -0.891 -6.348 -3.207
C -2.453 2.374 -2.769
C -0.028 3.434 6.060
C 0.227 7.183 -0.166
C 0.246 4.883 1.019
C -2.841 0.910 -3.026
C -1.679 0.824 1.558
C 5.061 0.602 -1.162
C -3.790 -0.284 2.317
C 6.024 0.507 2.902
C -1.675 -0.863 3.556
C 4.184 -1.654 -0.828
C -0.143 -3.136 6.033
C -0.326 5.073 -1.554
C 1.571 2.275 -4.726
C 4.189 1.627 -0.322
C 0.489 3.287 -5.352
C 2.861 0.340 -5.828
C 0.657 1.219 -3.992
C 4.211 0.467 -5.167
C 5.175 0.246 1.709
C 0.423 4.273 -0.451
H -0.653 -0.175 -0.829
H -5.694 5.182 0.821
H 1.123 9.131 0.605
H 0.994 4.252 -5.387
H 0.094 -7.999 0.721
H -1.985 -1.876 3.816
H -4.117 0.663 2.748
H -1.929 2.403 -1.814
H -6.270 -2.650 1.725
H 6.810 -2.354 -1.446
H 4.645 1.458 -5.303
H -6.556 -4.205 -2.049
H -1.197 -7.041 -3.990
H 0.583 -5.064 5.035
H -1.337 8.279 -0.918
H 1.210 -2.956 0.959
H -6.682 2.995 0.061
H -0.343 3.510 -4.685
H -3.724 -6.584 -0.735
H 4.584 0.549 -2.141
H 2.955 2.141 -3.096
H 1.403 -9.131 0.901
H 7.022 0.807 2.582
H -1.393 8.311 0.800
H -1.375 5.191 -1.279
H -7.137 -2.768 -1.389
H -2.045 -4.816 -3.578
H 4.215 -2.502 -0.144
H -4.104 4.615 0.507
H 2.066 -7.569 3.038
H -1.299 -3.728 -0.503
H -1.600 1.615 2.303
H 3.203 3.598 -4.168
H 0.216 -7.998 -2.389
H -5.610 1.414 -0.560
H -4.583 -3.030 -1.453
H 3.518 -4.118 3.416
H -2.099 6.951 -0.099
H -5.130 4.876 -0.871
H -2.171 -4.738 5.633
H -6.245 -0.929 -0.445
H 1.245 4.625 2.859
H 3.452 -0.001 3.128
H -2.323 -3.147 2.172
H 2.619 -1.540 -4.730
H 0.890 -0.664 -0.266
H 5.618 1.329 3.491
H -7.399 -0.225 0.236
H 2.322 8.181 -0.172
H -1.443 3.601 1.568
H 0.172 3.815 7.061
H 6.086 -0.371 3.544
H -4.397 -2.149 0.580
H 2.009 -0.004 -2.896
H 4.988 -0.200 -5.539
H 4.165 -2.047 -1.844
H 0.635 -2.455 5.689
H 2.482 -6.965 1.388
H 0.280 1.410 0.609
H -1.881 5.334 1.056
H -7.168 -4.224 -0.421
H -1.388 4.975 2.603
H -1.576 2.366 7.021
H -0.116 1.010 -4.732
H 4.075 2.239 1.784
H -1.575 -2.300 -1.494
H 0.590 -0.917 -3.360
H 5.729 2.125 1.170
H -4.158 -0.258 1.291
H -1.246 1.986 5.279
H 6.405 -1.107 -2.692
H 1.154 -1.024 -5.620
H -4.299 -1.121 2.793
H -1.138 -2.703 5.935
H -0.572 -4.077 4.205
H -0.007 7.061 -2.383
H 0.948 3.299 5.593
H 1.431 6.371 -1.792
H 2.105 -0.327 -7.699
H 3.090 -0.444 1.565
H 0.231 1.626 -3.075
H 0.022 -5.881 -3.578
H 0.284 -8.895 2.250
H -4.615 -4.263 -0.150
H 4.054 0.276 -4.105
H 1.481 -5.408 2.262
H -3.402 0.531 -2.172
H -2.853 -5.767 2.748
H 6.001 1.090 -1.420
H 0.441 -2.048 2.355
H 3.205 1.169 -0.225
H 2.549 2.638 -7.406
H 0.896 3.079 2.195
H -0.596 -0.719 3.609
H -3.361 0.691 -3.959
H -0.577 0.337 6.743
H 5.877 -2.220 1.624
H -0.078 3.305 -0.415
H -0.291 4.643 -2.555
H 7.565 -0.805 -1.422
H -7.636 -2.039 1.953
H 1.985 3.591 -2.922
H -0.587 4.249 5.601
H 2.243 4.079 1.571
H -4.045 3.006 -1.831
H 0.040 -6.768 -1.201
H 1.588 6.718 2.526
H 4.021 -1.576 2.434
H -5.607 2.664 1.367
H -2.371 -6.183 -0.186
H -2.135 -0.268 4.345
H 1.471 4.110 -0.703
H -1.335 -7.746 -1.577
H -2.016 0.204 -3.127
H 4.148 2.619 -0.771
H -1.838 2.942 -3.468
H 3.691 -1.107 -7.339
H 3.531 0.473 -7.887
H -2.317 1.134 0.731
H 3.298 -1.026 -0.734
H -3.838 -5.555 1.618
H 0.398 0.411 2.013
H -0.135 -3.360 7.100
H 2.360 -3.301 2.884
H 0.068 3.019 -6.322
H 1.180 9.031 -1.107
H -0.246 -3.537 1.752
H 0.016 -2.863 -1.293
```